(1)
Entry from the Open Molecules 2025 dataset: a structure of composition C33H42CaGeN8OPS (the ωB97M-V functional and the def2-TZVPD basis).

Output
* multiplicity: 1
* orbital gap: 7.7 eV
* net charge: +1
* E_tot: -5289.96210 a.u.

Each line ends with the Löwdin charge.
CARTESIAN COORDINATES (ANGSTROEM)
1 Ca -1.309 0.556 -1.296  1.289
2 C -5.843 -2.893 0.368  -0.023
3 N -5.138 -1.880 -0.407  -0.128
4 C -5.676 -1.173 -1.443  -0.044
5 C -4.703 -0.314 -1.864  -0.110
6 N -3.583 -0.481 -1.102  -0.028
7 C -3.867 -1.433 -0.224  -0.458
8 P -2.789 -2.125 1.076  1.174
9 C -2.201 -0.583 1.842  -0.479
10 N -1.631 0.439 1.225  -0.011
11 C -1.401 1.387 2.181  -0.119
12 C -1.841 0.930 3.390  -0.045
13 N -2.338 -0.323 3.169  -0.123
14 C -2.915 -1.191 4.186  -0.021
15 C -1.342 -2.578 0.070  -0.469
16 N -0.831 -1.887 -0.937  -0.006
17 C 0.193 -2.639 -1.435  -0.112
18 C 0.304 -3.795 -0.719  -0.037
19 N -0.677 -3.753 0.232  -0.118
20 C -0.889 -4.757 1.264  -0.026
21 H -6.733 -3.186 -0.181  0.096
22 H -6.136 -2.500 1.340  0.095
23 H -5.213 -3.768 0.508  0.078
24 H -6.681 -1.344 -1.787  0.127
25 H -4.744 0.399 -2.670  0.111
26 H -0.949 2.334 1.942  0.090
27 H -1.833 1.373 4.370  0.128
28 H -2.622 -0.816 5.163  0.096
29 H -2.540 -2.204 4.071  0.077
30 H -4.002 -1.197 4.118  0.094
31 H 0.794 -2.307 -2.266  0.116
32 H 0.985 -4.625 -0.798  0.129
33 H -0.375 -5.668 0.969  0.099
34 H -1.950 -4.969 1.372  0.077
35 H -0.488 -4.417 2.219  0.080
36 C 0.988 -1.513 3.326  -0.062
37 C 2.409 -1.844 2.870  -0.548
38 C 3.395 -1.252 3.885  -0.036
39 C 2.555 -3.373 2.840  -0.036
40 C 2.702 -1.303 1.472  -0.159
41 C 3.959 -1.548 0.883  -0.026
42 C 4.257 -1.158 -0.406  -0.060
43 C 3.272 -0.499 -1.139  -0.460
44 S 3.264 0.000 -2.800  1.125
45 C 1.618 0.563 -2.617  -0.548
46 N 1.131 0.409 -1.415  -0.017
47 C 2.038 -0.213 -0.567  -0.333
48 C 1.753 -0.613 0.741  0.025
49 C 0.848 1.106 -3.745  -0.325
50 C 1.540 1.515 -4.892  -0.081
51 C 0.841 2.008 -5.976  -0.088
52 C -0.546 2.079 -5.904  -0.093
53 C -1.209 1.673 -4.752  -0.161
54 C -0.559 1.172 -3.613  -0.190
55 H 0.828 -1.913 4.329  0.093
56 H 0.243 -1.961 2.660  0.064
57 H 0.812 -0.436 3.360  0.084
58 H 3.196 -1.650 4.882  0.088
59 H 3.300 -0.165 3.923  0.093
60 H 4.427 -1.491 3.632  0.081
61 H 2.335 -3.797 3.822  0.091
62 H 3.564 -3.678 2.561  0.083
63 H 1.864 -3.805 2.110  0.068
64 H 4.717 -2.076 1.446  0.112
65 H 5.225 -1.376 -0.836  0.114
66 H 0.776 -0.389 1.145  0.083
67 H 2.624 1.461 -4.937  0.086
68 H 1.366 2.331 -6.866  0.103
69 H -1.108 2.458 -6.749  0.100
70 H -2.293 1.762 -4.751  0.075
71 O -1.417 2.890 -0.569  -0.193
72 N -1.093 4.041 -0.839  -0.089
73 C 1.681 6.354 -0.359  -0.213
74 Ge 1.635 4.481 -0.864  0.851
75 C 1.656 3.316 0.695  -0.201
76 C 2.988 4.015 -2.175  -0.190
77 C -0.128 4.177 -1.845  -0.235
78 H 2.597 6.563 0.194  0.026
79 H 0.829 6.601 0.273  0.026
80 H 1.659 6.993 -1.241  0.027
81 H 2.664 3.244 1.105  0.033
82 H 1.323 2.310 0.437  -0.010
83 H 1.001 3.727 1.464  0.020
84 H 3.969 4.325 -1.812  0.031
85 H 2.797 4.512 -3.127  0.034
86 H 3.000 2.939 -2.342  -0.009
87 H -0.290 5.118 -2.369  0.092
88 H -0.043 3.301 -2.494  0.057

=====

(2)
Entry from the Open Molecules 2025 dataset: a structure of composition C3H2AlO3 in a non-equilibrium geometry (the ωB97M-V functional and the def2-TZVPD basis).

Output
* multiplicity: 2
* orbital gap (spin up / spin down): 7.3 / 4.6 eV
* net charge: +2
* E_tot: -582.72055 a.u.

Each line ends with the Löwdin charge.
CARTESIAN COORDINATES (ANGSTROEM)
1 C -0.265 -0.224 -1.905  0.218
2 C -0.767 0.424 -0.975  -0.135
3 O -0.920 0.460 0.297  -0.017
4 C 0.045 -0.407 1.243  -0.286
5 O 0.654 -1.378 0.730  0.289
6 O 0.455 0.468 1.968  0.060
7 H 0.102 -0.172 -2.919  0.101
8 Al 0.115 2.171 2.015  1.467
9 H 0.581 -1.343 -0.455  0.303

=====

(3)
Entry from the Open Molecules 2025 dataset: a cluster of 2 separate species, C4H8O in total (the ωB97M-V functional and the def2-TZVPD basis).

Output
* multiplicity: 1
* orbital gap: 10.7 eV
* E_tot: -232.36478 a.u.
* SMILES: C=C1CC1.O

Each line ends with the Löwdin charge.
CARTESIAN COORDINATES (ANGSTROEM)
1 O -1.130 2.481 0.641  -0.077
2 C -1.194 -0.241 0.404  0.026
3 C 0.015 -0.402 -0.102  -0.342
4 C 0.780 -0.778 -1.290  -0.097
5 C 1.368 -0.913 0.121  -0.097
6 H -1.151 2.170 1.553  0.030
7 H -2.056 -0.059 -0.230  0.079
8 H -1.362 -0.250 1.478  0.074
9 H -0.554 1.826 0.221  -0.005
10 H 0.426 -1.665 -1.808  0.103
11 H 1.237 -0.030 -1.935  0.102
12 H 1.430 -1.894 0.583  0.102
13 H 2.192 -0.245 0.364  0.101

=====

(4)
Entry from the Open Molecules 2025 dataset: a structure of composition C19H28GeLiN3Se in a non-equilibrium geometry (the ωB97M-V functional and the def2-TZVPD basis).

Output
* multiplicity: 1
* orbital gap: 7.6 eV
* E_tot: -5390.91727 a.u.

Each line ends with the Löwdin charge.
CARTESIAN COORDINATES (ANGSTROEM)
1 Li 1.919 -0.947 1.669  0.564
2 C 1.130 2.078 2.611  -0.163
3 N 1.696 1.013 1.741  -0.060
4 C 2.422 1.347 0.736  -0.142
5 C 3.009 0.374 -0.176  -0.475
6 C 3.534 0.794 -1.370  -0.059
7 C 4.006 -0.463 -1.934  -0.129
8 C 3.754 -1.450 -1.026  -0.207
9 N 3.108 -0.948 0.084  -0.046
10 C -0.372 1.909 2.589  -0.216
11 C -0.983 1.619 3.829  -0.034
12 C -2.405 1.629 3.924  -0.080
13 C -3.184 1.673 2.761  -0.083
14 C -2.486 1.748 1.550  -0.122
15 C -1.138 1.977 1.429  -0.052
16 H 1.516 3.057 2.169  0.130
17 H 1.583 1.927 3.631  0.124
18 H 2.724 2.413 0.465  0.146
19 H 3.547 1.711 -1.963  0.100
20 H 4.405 -0.582 -2.929  0.078
21 H 3.874 -2.538 -1.100  0.097
22 H -0.395 1.500 4.745  0.109
23 H -2.904 1.581 4.876  0.090
24 H -4.264 1.613 2.780  0.099
25 H -3.155 1.707 0.695  0.104
26 H -0.931 2.214 0.411  0.102
27 C -0.586 1.966 -2.807  -0.220
28 Ge -0.317 0.068 -2.831  0.746
29 C -1.983 -0.864 -3.329  -0.238
30 C 1.003 -0.385 -4.218  -0.213
31 C 0.097 -0.559 -1.070  -0.572
32 Se -1.361 -1.402 -0.014  0.893
33 C -1.416 -3.097 -0.883  -0.414
34 H -0.570 2.302 -3.801  -0.006
35 H 0.226 2.484 -2.253  0.030
36 H -1.479 2.305 -2.246  0.030
37 H -2.607 -0.301 -3.970  -0.002
38 H -2.667 -0.893 -2.451  0.005
39 H -1.839 -1.814 -3.793  0.006
40 H 0.425 -0.448 -5.158  0.019
41 H 1.472 -1.359 -4.090  0.015
42 H 1.789 0.387 -4.330  0.023
43 H 0.586 0.098 -0.369  -0.041
44 H 0.894 -1.337 -1.129  0.026
45 H -2.339 -3.523 -0.617  -0.007
46 H -0.651 -3.724 -0.440  0.018
47 H -1.336 -2.961 -2.012  0.039
48 C -1.701 -2.365 3.398  -0.059
49 C -0.288 -2.180 3.202  -0.255
50 N 0.822 -1.976 2.927  0.106
51 H -2.122 -1.859 2.581  0.003
52 H -2.138 -2.120 4.363  0.098
53 H -1.922 -3.399 3.143  0.095

=====

(5)
Entry from the Open Molecules 2025 dataset: a structure of composition C16H34P2Pt in a non-equilibrium geometry (the ωB97M-V functional and the def2-TZVPD basis).

Output
* multiplicity: 5
* orbital gap (spin up / spin down): 5.1 / 6.4 eV
* net charge: +2
* E_tot: -1431.12375 a.u.

Each line ends with the Löwdin charge.
CARTESIAN COORDINATES (ANGSTROEM)
1 P 0.141 -2.167 -2.207  0.787
2 P 0.068 2.879 -1.698  1.067
3 C 1.145 0.698 -3.156  -0.307
4 C 1.166 2.183 -3.012  -0.375
5 H 1.138 0.366 -4.267  0.025
6 H 2.003 0.137 -2.682  0.089
7 H 2.245 2.394 -2.766  0.116
8 H 1.019 2.619 -4.014  0.080
9 C -1.419 3.586 -2.623  -0.206
10 H -2.069 4.149 -1.921  0.074
11 H -2.056 2.775 -3.022  0.038
12 H -1.106 4.279 -3.437  0.076
13 C 1.084 4.506 -1.659  -0.148
14 H 0.605 5.320 -2.255  0.081
15 H 2.123 4.345 -2.033  0.067
16 H 1.148 4.818 -0.611  0.053
17 C -0.928 -3.451 -2.955  -0.286
18 H -1.199 -4.295 -2.311  0.070
19 H -0.564 -3.787 -3.938  0.053
20 H -1.858 -2.918 -3.175  0.029
21 C 1.815 -2.931 -2.616  -0.247
22 H 2.595 -2.149 -2.701  0.039
23 H 1.882 -3.529 -3.558  0.061
24 H 2.093 -3.574 -1.765  0.054
25 Pt -0.415 -0.408 -3.975  1.208
26 C 0.117 1.268 -5.851  -0.188
27 C -1.158 1.132 -5.257  -0.344
28 C -2.249 0.518 -6.115  -0.165
29 C -1.757 -0.867 -6.562  -0.171
30 C -0.954 -1.542 -5.498  -0.330
31 C 0.486 -1.620 -5.374  -0.297
32 C 1.407 -0.933 -6.357  -0.154
33 C 0.855 0.474 -6.855  -0.174
34 C -0.059 -2.640 -0.361  -0.230
35 H 0.602 2.234 -5.615  0.104
36 H -1.513 2.027 -4.698  0.078
37 H -2.595 1.043 -7.029  0.143
38 H -3.116 0.389 -5.446  0.121
39 H -2.617 -1.511 -6.693  0.126
40 H -1.245 -0.927 -7.512  0.117
41 H -1.371 -2.424 -5.047  0.075
42 H 1.016 -2.396 -4.781  0.063
43 H 1.575 -1.495 -7.298  0.135
44 H 2.421 -0.764 -5.938  0.122
45 H 1.741 1.053 -7.218  0.135
46 H 0.277 0.339 -7.793  0.121
47 H 0.651 -2.045 0.228  0.042
48 H 0.209 -3.711 -0.272  0.059
49 H -1.108 -2.519 -0.065  0.049
50 C -0.686 1.448 -0.372  -0.059
51 H -1.691 1.894 -0.250  0.049
52 H 0.038 1.716 0.420  0.036
53 H -0.729 0.333 -0.387  0.036

=====

(6)
Entry from the Open Molecules 2025 dataset: a cluster of 2 separate species, CH3O3S2 in total in a non-equilibrium geometry (the ωB97M-V functional and the def2-TZVPD basis).

Output
* multiplicity: 1
* orbital gap: 7.8 eV
* net charge: -1
* E_tot: -1062.00783 a.u.

Each line ends with the Löwdin charge.
CARTESIAN COORDINATES (ANGSTROEM)
1 C 0.626 -0.314 -0.547  -0.614
2 O -3.678 -0.125 -0.198  -0.501
3 O -2.119 1.306 0.893  -0.321
4 O -1.247 -0.790 -0.310  -0.535
5 S 0.857 1.366 -0.688  0.350
6 S -2.319 0.332 -0.482  0.692
7 H 0.993 -0.725 0.328  -0.018
8 H 0.854 -1.009 -1.341  0.019
9 H -1.295 1.721 0.881  -0.073